Entry 1:
This record from the OMol25 dataset describes a cluster of 10 separate species, C43H72F36N10O25S12 in total at a distorted geometry. The level of theory is the ωB97M-V functional and the def2-TZVPD basis.

Each line ends with the Löwdin charge.
Positions of all 198 atoms, in Å:
C1 -1.00189 3.11416 -0.55859  0.02
C2 0.42499 2.38232 -0.22093  -0.16
C3 0.36390 0.80968 -0.51267  -0.11
O1 1.13329 -0.00661 0.41475  -0.22
C4 1.17629 -1.40899 0.12143  -0.10
N1 1.48648 2.88504 -1.18043  0.17
H1 2.42870 2.74957 -0.84282  0.06
H2 1.32636 2.54781 -2.11891  0.05
H3 1.48220 3.89384 -1.13152  0.12
H4 -1.41154 2.95624 -1.55626  0.05
H5 -0.87322 4.19385 -0.48239  0.07
H6 -1.77557 2.85547 0.16432  0.08
H7 0.88239 2.69584 0.71747  0.14
H8 0.60102 0.53177 -1.53963  0.10
H9 -0.65655 0.54591 -0.23481  0.12
H10 0.19573 -1.83435 0.33514  0.04
H11 1.95327 -1.75828 0.80142  0.08
H12 1.46198 -1.76218 -0.86940  0.07
C5 0.69448 -0.44519 9.44891  -0.06
C6 0.75326 -1.45261 8.20010  -0.19
C7 1.17303 -0.92889 6.79908  -0.08
N2 1.18407 -2.00023 5.65064  -0.21
C8 1.81170 -1.47058 4.35039  -0.08
C9 0.99953 -0.24068 3.70058  -0.13
C10 -0.38807 -0.70874 3.40993  -0.19
C11 -1.11826 -1.36270 4.60653  -0.12
C12 -0.28814 -2.48448 5.33846  -0.06
C13 2.02950 -3.26190 5.91685  -0.01
H13 0.45966 -0.72343 10.47630  0.07
H14 -0.08124 0.31386 9.34783  0.06
H15 1.62116 0.12865 9.45684  0.07
H16 -0.24504 -1.88790 8.15514  0.09
H17 1.52000 -2.19578 8.41901  0.08
H18 2.17637 -0.50893 6.87008  0.14
H19 0.50920 -0.10846 6.52649  0.12
H20 2.85446 -1.17757 4.47247  0.13
H21 1.74387 -2.26213 3.60410  0.12
H22 1.04194 0.61216 4.37804  0.08
H23 1.47112 -0.03058 2.74060  0.10
H24 -1.03001 0.02900 2.92852  0.13
H25 -0.20518 -1.41423 2.59942  0.08
H26 -1.53074 -0.57549 5.23761  0.11
H27 -2.04641 -1.81672 4.25939  0.11
H28 -0.81109 -2.95720 6.16982  0.12
H29 -0.10381 -3.32572 4.67030  0.12
H30 1.65342 -3.80424 6.78433  0.10
H31 2.90902 -2.77243 6.33514  0.09
H32 2.50794 -3.75711 5.07188  0.10
C14 2.31114 -3.17463 -4.55445  -0.06
C15 3.17637 -3.46453 -3.26948  -0.19
C16 3.88491 -4.82399 -3.35058  -0.15
N3 4.83671 -5.39173 -2.29313  -0.22
C17 5.45701 -6.74233 -2.81352  -0.04
C18 6.02817 -7.57699 -1.59195  -0.18
C19 5.14137 -7.78394 -0.43159  -0.19
C20 4.39267 -6.47681 0.01164  -0.14
C21 3.88003 -5.62955 -1.14888  -0.12
C22 5.88843 -4.33247 -1.85647  0.08
H33 2.75247 -2.51589 -5.30238  0.07
H34 1.39442 -2.62458 -4.34189  0.06
H35 2.14597 -4.11037 -5.08849  0.07
H36 2.44087 -3.43577 -2.46553  0.10
H37 3.88251 -2.65061 -3.10513  0.09
H38 4.39268 -4.84730 -4.31480  0.14
H39 3.00917 -5.46939 -3.41854  0.13
H40 4.67300 -7.30380 -3.32164  0.13
H41 6.28193 -6.58836 -3.50915  0.13
H42 6.33954 -8.56010 -1.94500  0.12
H43 6.92048 -7.04871 -1.25610  0.11
H44 4.32264 -8.44866 -0.70717  0.11
H45 5.65542 -8.30488 0.37616  0.12
H46 3.67008 -6.59982 0.81838  0.12
H47 5.11678 -5.86141 0.54554  0.10
H48 3.00400 -6.14096 -1.54778  0.13
H49 3.65891 -4.62168 -0.79759  0.14
H50 6.60654 -4.44068 -2.66930  0.11
H51 6.21849 -4.72545 -0.89484  0.09
H52 5.55012 -3.29656 -1.83311  0.11
C23 -1.29982 -4.56844 -5.33092  -0.12
C24 -1.93509 -3.27244 -5.60662  -0.24
C25 -2.18017 -2.42250 -4.35223  -0.12
N4 -3.00454 -1.16676 -4.51393  -0.21
C26 -2.79325 -0.23667 -3.32646  -0.08
C27 -3.45536 1.16988 -3.47893  -0.14
C28 -2.88638 1.98873 -4.61346  -0.18
C29 -3.03697 1.10052 -5.83299  -0.16
C30 -2.50750 -0.34375 -5.76250  -0.06
C31 -4.53345 -1.51866 -4.47178  0.07
H53 -0.93457 -5.15342 -6.17500  0.08
H54 -2.16726 -5.20017 -5.13971  0.08
H55 -0.60857 -4.77828 -4.51468  0.05
H56 -2.90663 -3.43807 -6.07220  0.11
H57 -1.33851 -2.70422 -6.32029  0.11
H58 -1.19199 -2.07769 -4.04774  0.12
H59 -2.61419 -2.99757 -3.53429  0.13
H60 -1.73039 -0.31658 -3.09836  0.11
H61 -3.27748 -0.82965 -2.55057  0.11
H62 -3.26248 1.69935 -2.54590  0.10
H63 -4.53872 1.11439 -3.58542  0.11
H64 -1.83241 2.19596 -4.42828  0.07
H65 -3.36977 2.96505 -4.57811  0.13
H66 -2.71411 1.62883 -6.73007  0.12
H67 -4.06610 1.07294 -6.19109  0.11
H68 -1.41871 -0.30098 -5.73422  0.11
H69 -2.72594 -0.87273 -6.69017  0.12
H70 -4.60889 -1.96873 -5.46166  0.09
H71 -5.19521 -0.65787 -4.37580  0.10
H72 -4.71315 -2.19480 -3.63593  0.11
C32 5.32005 0.72803 0.28894  -0.67
F1 6.24605 0.24389 1.06400  0.16
F2 5.73065 0.75337 -0.98963  0.12
F3 4.15845 0.08068 0.39016  0.12
S1 5.08551 2.54850 0.93577  0.69
O2 4.34966 2.59646 2.17493  -0.29
O3 6.47487 2.87318 1.13967  -0.30
N5 4.11371 3.29497 -0.33867  -0.32
S2 5.05076 4.40815 -0.88675  0.55
O4 5.62982 5.32155 0.10817  -0.31
O5 6.02415 3.82665 -1.79277  -0.32
C33 3.83137 5.47406 -1.88104  -0.62
F4 2.63569 5.64010 -1.25247  0.09
F5 4.35636 6.67465 -2.01810  0.16
F6 3.55299 4.90049 -3.06641  0.12
C34 -5.13891 2.27771 1.42465  -0.62
F7 -4.89653 3.55717 1.32257  0.14
F8 -4.00717 1.53879 1.67343  0.10
F9 -6.04235 2.20395 2.38173  0.15
S3 -5.83216 1.71056 -0.32479  0.75
O6 -5.26207 2.76547 -1.15353  -0.33
O7 -5.21637 0.35792 -0.43532  -0.36
N6 -7.58465 1.92751 -0.13185  -0.29
S4 -8.11980 0.52051 -0.25828  0.51
O8 -7.70334 -0.13727 -1.50509  -0.36
O9 -8.08476 -0.22415 1.00937  -0.32
C35 -9.97265 0.88151 -0.62377  -0.64
F10 -10.63612 -0.30898 -0.80906  0.07
F11 -10.54532 1.47993 0.42298  0.12
F12 -10.16586 1.55370 -1.74704  0.13
C36 -0.06500 3.99239 4.05887  -0.70
F13 0.40403 3.16986 3.18766  0.17
F14 0.65407 5.14655 4.11612  0.11
F15 -1.30256 4.29997 3.69969  0.16
S5 0.08381 3.15350 5.73173  0.69
O10 -0.99711 2.14091 5.67265  -0.34
O11 1.44264 2.61916 5.84482  -0.32
N7 -0.27902 4.51290 6.74259  -0.26
S6 0.08242 3.87120 8.10239  0.50
O12 -0.75962 2.77102 8.52632  -0.32
O13 1.50846 3.74567 8.33502  -0.33
C37 -0.31197 5.37507 9.18546  -0.67
F16 -1.59586 5.56894 9.07293  0.15
F17 0.11618 5.19908 10.43613  0.13
F18 0.30054 6.46709 8.64353  0.10
C38 2.99182 0.88554 -3.94187  -0.52
F19 2.93765 0.98488 -2.59048  0.10
F20 3.96030 1.77653 -4.32266  0.13
F21 3.44822 -0.36100 -4.35255  0.07
S7 1.24258 1.12529 -4.67717  0.67
O14 1.43468 1.12355 -6.12183  -0.28
O15 0.44819 -0.00039 -4.24653  -0.31
N8 0.81177 2.56080 -3.87194  -0.30
S8 0.54421 3.54145 -4.99883  0.55
O16 1.72615 4.27742 -5.46563  -0.30
O17 -0.37083 3.13531 -6.05337  -0.32
C39 -0.52096 4.91161 -4.05921  -0.66
F22 0.34773 5.46133 -3.23565  0.14
F23 -1.14195 5.75138 -4.88554  0.16
F24 -1.43216 4.33796 -3.32006  0.13
C40 -0.40457 -6.63884 0.03672  -0.59
F25 0.72848 -7.15889 -0.48845  0.10
F26 -1.39806 -7.46880 -0.08310  0.15
F27 -0.32919 -6.25933 1.36427  0.08
S9 -0.91440 -4.93819 -0.94032  0.72
O18 0.04305 -4.01018 -0.34803  -0.37
O19 -0.61026 -5.35929 -2.32545  -0.36
N9 -2.62417 -4.59046 -0.61695  -0.27
S10 -2.48408 -3.24454 0.19344  0.53
O20 -1.79041 -3.24125 1.46305  -0.32
O21 -2.10263 -2.16406 -0.67762  -0.33
C41 -4.38963 -2.81599 0.61939  -0.58
F28 -4.47362 -1.62140 1.25952  0.12
F29 -5.16908 -2.78730 -0.47759  0.12
F30 -4.88895 -3.79942 1.37111  0.12
C42 -4.36493 6.64305 -0.71653  -0.65
F31 -4.61533 7.86934 -1.08525  0.16
F32 -5.46777 5.96837 -0.39661  0.15
F33 -3.68526 5.92660 -1.64898  0.09
S11 -3.15549 6.75465 0.78598  0.71
O22 -3.91056 7.56951 1.74942  -0.34
O23 -2.80609 5.42274 1.19966  -0.32
N10 -1.76184 7.72845 0.19020  -0.30
S12 -1.02803 8.10674 1.47799  0.54
O24 -0.75541 9.55087 1.43460  -0.34
O25 -1.54039 7.58334 2.77466  -0.34
C43 0.70735 7.24876 1.28060  -0.60
F34 0.57396 5.89819 1.43215  0.07
F35 1.33838 7.47687 0.12893  0.11
F36 1.56929 7.61095 2.25441  0.11

## Properties
* HOMO-LUMO gap: 0.209 Eh
* total charge: -2
* E_LUMO: 1.10 eV
* energy: -12483.18691 Eh

---

Entry 2:
This record from the OMol25 dataset describes a cluster of 12 separate species, C43H78O23S3 in total at a distorted geometry. The level of theory is the ωB97M-V functional and the def2-TZVPD basis.

Each line ends with the Löwdin charge.
Positions of all 147 atoms, in Å:
C1 -4.86416 0.02516 2.44470  -0.02
C2 -4.50544 -1.45130 2.64532  -0.29
C3 -4.30666 -2.13886 1.28537  -0.08
O1 -3.08933 -2.87566 1.47690  0.05
C4 -2.50027 -2.47219 2.62210  -0.58
O2 -1.48962 -2.95082 3.02838  0.17
O3 -3.19855 -1.49860 3.21237  0.08
H1 -4.15249 0.56267 1.82116  0.07
H2 -4.98092 0.48308 3.42662  0.09
H3 -5.83126 0.13371 1.94334  0.09
H4 -5.24206 -1.91708 3.29891  0.16
H5 -4.19979 -1.39176 0.49990  0.13
H6 -5.13205 -2.81080 1.05988  0.13
C5 2.62473 0.02033 -1.40968  0.00
C6 3.78246 -0.04409 -2.42095  -0.29
C7 4.63865 1.23757 -2.44075  -0.07
O4 5.93986 0.69140 -2.28059  0.07
C8 5.92708 -0.62722 -2.00926  -0.56
O5 6.89868 -1.28319 -1.80462  0.16
O6 4.66384 -1.09195 -2.03609  0.09
H7 3.01135 0.38954 -0.46073  0.06
H8 2.19691 -0.97121 -1.26434  0.08
H9 1.86606 0.70324 -1.79884  0.09
H10 3.34812 -0.29257 -3.39212  0.13
H11 4.22427 1.93977 -1.71945  0.10
H12 4.55796 1.65072 -3.44574  0.14
C9 -2.93181 -4.58700 -1.69258  -0.02
C10 -3.52193 -5.91997 -2.11797  -0.30
C11 -3.62791 -6.24244 -3.62362  -0.08
O7 -3.07805 -7.56213 -3.68246  0.06
C12 -2.49435 -7.91742 -2.49897  -0.55
O8 -1.93084 -8.94079 -2.29096  0.17
O9 -2.62041 -6.90257 -1.64063  0.07
H13 -3.49465 -3.69431 -1.98025  0.09
H14 -1.90518 -4.48839 -2.02963  0.06
H15 -3.00921 -4.53862 -0.60538  0.08
H16 -4.49447 -6.13972 -1.67171  0.15
H17 -3.01736 -5.57897 -4.23857  0.12
H18 -4.65984 -6.11758 -3.94380  0.13
C13 0.39649 1.45581 1.39989  0.01
C14 -0.63434 0.43880 0.91330  -0.28
C15 -1.29880 0.73202 -0.42696  -0.09
O10 -1.37720 -0.59245 -0.97156  0.06
C16 -0.44806 -1.37828 -0.42325  -0.59
O11 -0.16689 -2.46250 -0.85368  0.14
O12 0.08088 -0.77563 0.63976  0.07
H19 -0.13240 2.35976 1.70276  0.07
H20 1.15979 1.65870 0.65202  0.08
H21 0.86369 1.08934 2.31240  0.07
H22 -1.43990 0.30312 1.64076  0.13
H23 -0.72896 1.45641 -1.00627  0.10
H24 -2.33243 1.05449 -0.33135  0.12
O13 2.96723 4.26253 0.97819  -0.35
S1 4.34219 3.97026 0.58257  0.71
O14 4.78518 4.23073 -0.76809  -0.34
C17 5.45937 4.79109 1.82674  -0.21
C18 6.41061 3.70786 2.30280  -0.22
C19 5.57766 2.41464 2.40269  -0.21
C20 4.88767 2.26762 1.07852  -0.22
H25 4.76995 5.00679 2.64775  0.09
H26 5.87579 5.73671 1.49347  0.10
H27 7.26460 3.66215 1.62378  0.12
H28 6.81446 3.94089 3.28867  0.11
H29 4.79694 2.55116 3.15848  0.12
H30 6.17593 1.56296 2.71638  0.12
H31 4.00138 1.64489 0.99017  0.07
H32 5.64285 1.96117 0.35026  0.11
O15 0.48624 3.67785 3.87072  -0.33
S2 0.71486 5.09603 3.64961  0.71
O16 2.03152 5.70048 3.81245  -0.34
C21 0.07190 5.53546 2.00687  -0.22
C22 -1.41797 5.73269 2.21157  -0.23
C23 -1.58904 6.54807 3.49261  -0.21
C24 -0.60754 6.04878 4.54654  -0.19
H33 0.30908 4.77776 1.26355  0.09
H34 0.51014 6.49910 1.74136  0.12
H35 -1.88444 6.21797 1.35716  0.10
H36 -1.83741 4.73648 2.39635  0.11
H37 -2.62288 6.52170 3.83988  0.11
H38 -1.41276 7.60649 3.28063  0.12
H39 -1.01956 5.23331 5.14157  0.09
H40 -0.08146 6.78085 5.15024  0.10
O17 1.63080 -0.73974 -5.36742  -0.33
S3 1.33767 -2.09528 -5.77567  0.69
O18 1.76914 -2.64314 -7.04307  -0.33
C25 1.69134 -3.28221 -4.41572  -0.18
C26 0.36362 -3.97299 -4.13686  -0.23
C27 -0.74819 -2.97949 -4.34493  -0.23
C28 -0.45509 -2.32334 -5.71532  -0.22
H41 2.02876 -2.65050 -3.59773  0.10
H42 2.39813 -4.00653 -4.80982  0.11
H43 0.22482 -4.88361 -4.72312  0.12
H44 0.33910 -4.29888 -3.09220  0.10
H45 -0.68298 -2.21723 -3.56220  0.10
H46 -1.75380 -3.39579 -4.31288  0.10
H47 -1.08163 -1.52729 -6.10918  0.10
H48 -0.62921 -3.13748 -6.42795  0.10
C29 -3.70731 3.62197 0.31026  -0.02
C30 -2.74991 4.26495 -0.67685  -0.49
C31 -3.04581 5.64718 -1.22053  -0.02
O19 -1.77376 3.66216 -1.05468  0.06
H49 -4.44912 3.00237 -0.19859  0.09
H50 -4.27760 4.41061 0.80264  0.08
H51 -3.14572 3.00715 1.01142  0.06
H52 -3.56397 5.59358 -2.17897  0.08
H53 -2.09483 6.11477 -1.48456  0.09
H54 -3.54795 6.26585 -0.48031  0.07
C32 -2.60513 2.10495 5.80820  -0.02
C33 -1.88052 1.55927 4.61699  -0.50
C34 -0.71919 0.63101 4.93066  0.00
O20 -2.16617 1.82462 3.47523  0.04
H55 -3.10117 1.38129 6.44865  0.09
H56 -3.28020 2.87424 5.41812  0.08
H57 -1.93082 2.70099 6.43112  0.09
H58 -0.79157 -0.20070 4.21993  0.07
H59 -0.80726 0.20856 5.92779  0.08
H60 0.24106 1.08372 4.68576  0.08
C35 2.03403 -1.87768 2.87150  -0.01
C36 3.34102 -1.90511 2.13352  -0.48
C37 3.83208 -3.26201 1.66853  0.00
O21 3.90798 -0.87838 1.81993  0.05
H61 1.31228 -2.17527 2.11020  0.07
H62 1.86332 -0.84433 3.17178  0.07
H63 1.99892 -2.54681 3.72904  0.09
H64 4.51118 -3.02696 0.84450  0.08
H65 3.06140 -3.92187 1.27837  0.07
H66 4.40806 -3.71572 2.47516  0.09
C38 -2.32718 3.58360 -4.63761  -0.01
C39 -1.09179 2.72931 -4.51492  -0.49
C40 -1.21824 1.35799 -3.93060  -0.01
O22 -0.06313 3.06669 -5.06044  0.08
H67 -2.58671 3.78210 -3.58961  0.06
H68 -3.13668 3.05320 -5.13572  0.09
H69 -2.10647 4.53415 -5.11351  0.08
H70 -1.08049 0.53707 -4.63358  0.08
H71 -2.18004 1.17500 -3.44777  0.08
H72 -0.40190 1.27769 -3.20965  0.08
C41 0.95274 -7.60808 -0.59142  -0.01
C42 0.86636 -6.48408 0.41388  -0.47
C43 -0.38114 -5.61605 0.37926  -0.02
O23 1.73290 -6.20778 1.21123  0.06
H73 0.87913 -7.22942 -1.61601  0.08
H74 0.14716 -8.33094 -0.47227  0.08
H75 1.93025 -8.09080 -0.59033  0.08
H76 -0.28212 -4.81224 1.10610  0.07
H77 -1.27674 -6.18816 0.62069  0.09
H78 -0.44746 -5.13416 -0.59500  0.05

## Properties
* HOMO-LUMO gap: 0.331 Eh
* E_LUMO: -0.13 eV
* energy: -4610.34539 Eh